Entry 1:
The following is a DFT calculation (ωB97M-V with the def2-TZVPD basis set) of C3H7NS in the gas phase in a non-equilibrium geometry.

Structure (XYZ):
```
12
Properties=species:S:1:pos:R:3:forces:R:3
N 0.74722 0.36802 1.67032 -1.874 -1.922 -1.374
C 0.49585 -0.53632 0.49108 2.761 -1.064 2.619
C -0.81190 -0.76185 -0.03551 -2.790 1.054 1.009
C 0.16870 -0.12395 -0.91028 -0.223 0.068 -0.426
S -0.01058 1.57134 -1.20606 0.077 1.818 -0.613
H 1.53235 0.92963 1.54821 1.948 0.778 -0.456
H 0.00433 1.03331 1.74208 -0.764 0.260 0.104
H 0.99868 -1.50763 0.67931 0.346 0.993 -0.594
H -1.17134 -1.71156 -0.29978 -0.239 -1.248 -0.026
H -1.54598 -0.10842 0.41245 -0.468 0.043 -0.268
H 0.38713 -0.69568 -1.77272 1.001 -0.560 -0.493
H -0.79447 1.54311 -2.31910 0.224 -0.220 0.516
```
Positions in Å, forces in eV/Å.

## Properties
- Total charge: 0
- LUMO: 0.86 eV
- E_tot: -571.38733 Ha
- Gap between HOMO and LUMO: 9.61 eV
- SMILES: N[C@H]1C[C@H]1S

Results of the Löwdin charge analysis, in e, for atoms 1 through 4: number 1, N, carries 0.062; number 2, C, carries -0.370; number 3, C, carries -0.189; number 4, C, carries -0.660


Entry 2:
The following is a DFT calculation (ωB97M-V with the def2-TZVPD basis set) of C3H7NS in the gas phase in a non-equilibrium geometry.

Structure (XYZ):
```
12
Properties=species:S:1:pos:R:3:forces:R:3
C -2.48826 0.14939 0.22884 -2.013 -0.525 -0.059
N -1.43515 0.48295 -0.34612 1.995 -0.043 0.418
S -0.10637 -0.62951 -0.07819 -0.825 -0.707 -0.284
C 1.15575 0.59007 0.14287 -0.339 0.498 -1.688
C 2.54511 0.03695 0.04033 -0.478 -1.359 -0.199
H -3.32563 0.84869 0.15686 -0.001 -0.172 -0.036
H -2.70075 -0.83552 0.68722 0.365 0.517 0.172
H 1.04707 1.04633 1.07629 -0.459 1.019 1.379
H 0.91739 1.28623 -0.68859 0.486 0.003 0.676
H 2.55901 -0.52925 -0.89908 0.557 -0.046 0.206
H 2.75714 -0.65602 0.89679 0.106 0.737 -0.786
H 3.21812 0.87255 -0.02787 0.605 0.077 0.202
```
Positions in Å, forces in eV/Å.

## Properties
- Total charge: 0
- LUMO: 1.07 eV
- E_tot: -571.39663 Ha
- Gap between HOMO and LUMO: 9.59 eV
- SMILES: C=NSCC

Results of the Löwdin charge analysis, in e, for atoms 1 through 4: number 1, C, carries -0.202; number 2, N, carries -0.331; number 3, S, carries 0.832; number 4, C, carries -0.606


Entry 3:
The following is a DFT calculation (ωB97M-V with the def2-TZVPD basis set) of C3H7NS in the gas phase in a non-equilibrium geometry.

Structure (XYZ):
```
12
Properties=species:S:1:pos:R:3:forces:R:3
C -0.87979 -0.30886 -0.98829 -3.256 -3.079 -0.728
N -0.83213 -0.01331 0.40977 -7.454 1.033 -0.692
C 0.22806 0.15669 1.10260 0.844 2.577 1.411
C 1.34691 0.18915 0.13482 3.528 -1.896 2.960
S 0.28042 0.55191 2.73723 0.076 -0.520 -0.987
H -1.99784 -0.49540 -1.10504 1.209 0.273 -0.447
H -0.51803 -1.35500 -1.20286 0.376 1.289 -0.013
H -0.65264 0.41137 -1.74887 0.756 0.549 0.018
H -1.91371 0.27194 0.68752 4.271 -1.151 0.387
H 1.30310 0.69322 -0.79866 -1.162 -0.512 -1.185
H 2.06775 0.93240 0.60081 0.156 -1.967 0.045
H 1.56790 -1.03412 0.17099 0.656 3.404 -0.769
```
Positions in Å, forces in eV/Å.

## Properties
- Total charge: 0
- LUMO: 0.56 eV
- E_tot: -571.36360 Ha
- Gap between HOMO and LUMO: 8.65 eV
- SMILES: CNC(C)=S

Results of the Löwdin charge analysis, in e, for atoms 1 through 4: number 1, C, carries -0.137; number 2, N, carries -0.121; number 3, C, carries -0.983; number 4, C, carries -0.126


Entry 4:
The following is a DFT calculation (ωB97M-V with the def2-TZVPD basis set) of C3H7NS in the gas phase in a non-equilibrium geometry.

Structure (XYZ):
```
12
Properties=species:S:1:pos:R:3:forces:R:3
C 0.90711 -1.15460 -0.73179 0.375 0.308 0.643
N 0.80505 -0.03664 0.22249 -0.602 -0.505 -1.163
C 1.76891 0.23462 1.25095 1.361 -0.681 -0.893
C -0.33065 0.64744 0.22130 -1.264 -0.856 0.256
S -1.76514 0.22759 -0.52201 0.850 0.462 0.062
H 1.96007 -1.40146 -0.92459 -0.321 -0.488 0.791
H 0.18196 -1.96104 -0.48950 0.886 0.221 -0.010
H 0.61529 -0.75314 -1.66810 -0.727 0.312 -0.980
H 1.47893 -0.16728 2.19938 -0.142 -0.483 0.625
H 2.74178 -0.19937 0.92939 -0.582 0.367 0.434
H 1.87304 1.29259 1.35814 0.214 0.737 0.084
H -0.31639 1.43998 0.94716 -0.047 0.606 0.151
```
Positions in Å, forces in eV/Å.

## Properties
- Total charge: 0
- LUMO: 0.75 eV
- E_tot: -571.42222 Ha
- Gap between HOMO and LUMO: 8.95 eV
- SMILES: CN(C)C=S

Results of the Löwdin charge analysis, in e, for atoms 1 through 4: number 1, C, carries -0.083; number 2, N, carries -0.284; number 3, C, carries -0.055; number 4, C, carries -0.697


Entry 5:
The following is a DFT calculation (ωB97M-V with the def2-TZVPD basis set) of a molecular structure, C3H7NS in a non-equilibrium geometry.

Structure (XYZ):
```
12
Properties=species:S:1:pos:R:3:forces:R:3
C -1.57577 -1.31058 -1.59350 -2.107 -0.475 -2.317
C 1.12581 0.87724 0.14077 -3.921 -2.816 1.855
C 1.18648 0.93397 1.61993 -0.851 0.974 4.839
H -1.09320 -2.42713 -1.68245 -1.684 2.780 -0.076
H -2.96598 -1.20902 -1.60987 4.537 -0.853 -0.211
H -1.15398 -0.56888 -2.41671 -1.020 -1.843 1.536
H 1.97044 1.20563 -0.33228 1.842 0.876 -1.844
H 0.13583 0.89085 2.20799 1.999 -0.956 -1.821
H 1.92717 0.03226 2.01728 -1.895 2.550 -0.746
H 1.39472 1.99561 2.18228 0.718 -2.388 -1.897
N 0.24175 0.16151 -0.47824 1.435 1.255 -0.984
S -1.19328 -0.58147 -0.05519 0.948 0.897 1.666
```
Positions in Å, forces in eV/Å.

## Properties
- Total charge: 0
- LUMO: 0.98 eV
- E_tot: -571.31627 Ha
- Gap between HOMO and LUMO: 9.33 eV

Results of the Löwdin charge analysis, in e, for atoms 1 through 4: number 1, C, carries -0.524; number 2, C, carries -0.324; number 3, C, carries -0.157; number 4, H, carries 0.067


Entry 6:
The following is a DFT calculation (ωB97M-V with the def2-TZVPD basis set) of C3H7NS2 in the gas phase in a non-equilibrium geometry.

Structure (XYZ):
```
13
Properties=species:S:1:pos:R:3:forces:R:3
C 1.16023 -0.54479 0.81464 0.541 0.760 -0.791
C -0.00181 -1.38346 1.04996 -0.505 -0.154 -0.004
C 1.09663 0.32332 -0.50704 0.036 -0.223 0.691
N -1.31958 1.09783 -1.01650 -0.036 -0.758 -0.247
S 0.02432 1.75772 -0.39006 0.073 0.274 0.218
S -2.79854 1.80019 -0.81135 -0.019 0.171 0.004
H 1.32805 0.14898 1.63923 0.134 -0.085 0.049
H 2.04918 -1.16541 0.67139 0.098 0.012 0.180
H -0.14109 -2.28261 0.47768 -0.059 -0.199 -0.091
H -0.81813 -1.03697 1.65423 -0.214 0.028 0.145
H 2.09346 0.71371 -0.70946 0.043 -0.029 -0.112
H 0.74163 -0.27860 -1.34063 0.058 0.070 -0.109
H -3.41437 0.85009 -1.53210 -0.152 0.133 0.066
```
Positions in Å, forces in eV/Å.

## Properties
- Total charge: 0
- LUMO (alpha / beta): -0.14 / 0.27 eV
- E_tot: -969.50059 Ha
- Gap between HOMO and LUMO (alpha / beta): 7.98 / 7.69 eV

Results of the Löwdin charge analysis, in e, for atoms 1 through 4: number 1, C, carries -0.339; number 2, C, carries 0.008; number 3, C, carries -0.474; number 4, N, carries -0.896